[1]
Molecular formula: C14H30BF4N2O5
Method: DFT, wB97M-V/def2-TZVPD

The geometry in XYZ format:
```
56
C14H30BF4N2O5 (wB97M-V/def2-TZVPD)
F 3.11 4.38 1.39
F 3.60 1.33 3.38
F 2.76 1.52 1.30
F 4.07 4.12 3.52
O -1.80 -0.22 -3.36
O -0.17 -3.30 -2.77
O 0.46 0.07 3.94
O -0.77 -6.13 -2.18
O -1.56 1.50 -0.96
N 1.21 3.73 3.84
N 1.57 1.54 5.70
C 0.09 3.98 1.81
C 0.55 4.64 3.17
C 2.83 2.18 2.55
C -0.57 0.09 -2.69
C -0.80 0.31 -1.21
C 3.70 3.48 2.31
C -2.33 0.88 -4.07
C -2.92 1.20 -0.65
C -0.38 -3.84 -1.47
C -0.16 -6.50 -3.41
C 0.18 2.40 2.12
C -1.37 -3.22 -3.53
C 0.06 -5.29 -1.39
C 1.39 2.42 3.17
B 1.13 1.27 4.32
H 0.30 1.80 1.18
H 0.63 -7.22 -3.23
H 0.22 -3.25 -0.77
H -2.36 1.78 -3.46
H -1.01 4.27 1.70
H 0.40 5.67 3.59
H 4.68 3.17 1.82
H -3.34 0.63 -4.38
H 0.09 -0.77 -2.82
H -2.00 -2.42 -3.14
H -3.49 2.14 -0.68
H -1.27 -0.56 -0.75
H -0.02 -0.21 4.75
H -1.92 -4.17 -3.51
H 0.24 -5.63 -3.93
H -0.71 2.11 2.76
H -1.43 -3.74 -1.17
H -2.99 0.79 0.36
H 1.41 0.75 6.33
H 0.56 4.33 0.83
H -0.92 -6.96 -4.04
H 2.53 1.90 5.76
H 0.17 0.46 -0.72
H -0.09 0.97 -3.15
H -3.36 0.51 -1.37
H 1.56 4.05 4.76
H -1.11 -3.00 -4.56
H -0.03 -5.63 -0.35
H 1.11 -5.39 -1.68
H -1.72 1.07 -4.97
```

The value obtained for the HOMO energy is -0.389 hartree. As for the molar mass: 393.21 g/mol. The strongest force on any atom comes out at 3.2 eV/A. Its net charge is +1.

[2]
Molecular formula: C14H30Cl2N4O5P
Method: DFT, wB97M-V/def2-TZVPD

The geometry in XYZ format:
```
56
C14H30Cl2N4O5P (wB97M-V/def2-TZVPD)
Cl 2.50 0.84 -1.76
Cl 5.12 -0.73 -1.76
P 0.53 -1.61 -1.96
O -0.19 -0.31 -2.48
O 0.35 -4.27 0.96
O 1.86 -1.93 -2.77
O 1.15 1.91 1.01
O 0.30 -2.85 0.87
N -2.75 -1.53 -0.15
N -1.85 2.93 -1.06
N 1.29 -1.13 -0.38
N -0.36 -2.82 -1.78
C -1.50 3.93 -1.52
C -4.41 -3.50 2.63
C 4.54 -1.60 0.68
C 0.61 5.68 -0.21
C 1.53 -2.46 0.33
C -4.17 -1.04 1.98
C 0.28 -0.36 0.49
C 3.86 -1.37 -0.67
C 0.40 5.52 -1.71
C -3.37 -1.31 0.79
C -1.05 5.20 -2.08
C 0.19 1.14 0.27
C -3.97 -2.11 3.07
C 2.64 -0.38 -0.50
H 0.56 -0.53 1.53
H -0.71 -0.75 0.29
H 3.58 -2.29 -1.17
H 0.22 1.43 -0.77
H -0.79 1.43 0.63
H -3.83 -3.85 1.77
H 2.25 -2.29 1.14
H -4.28 -4.21 3.43
H 4.93 -2.61 0.76
H 2.79 0.18 0.41
H -0.11 -4.52 0.13
H -1.72 5.99 -1.71
H 0.38 4.76 0.33
H 1.89 -3.20 -0.38
H -5.47 -3.50 2.35
H 5.38 -0.91 0.77
H -1.33 -2.64 -1.97
H -2.91 -2.13 3.36
H 1.60 1.37 1.65
H -4.53 -1.80 3.95
H 3.89 -1.37 1.52
H -5.22 -1.00 1.69
H 1.64 -1.92 -3.71
H 0.69 6.44 -2.22
H -1.17 5.16 -3.16
H -0.01 6.48 0.19
H -0.03 -0.13 -3.42
H 1.05 4.73 -2.09
H 1.65 5.93 0.01
H -3.91 -0.06 2.36
```

The value obtained for the HOMO energy is -0.481 hartree. As for the molar mass: 436.30 g/mol. The strongest force on any atom comes out at 1.7 eV/A. Its net charge is +1.

[3]
Molecular formula: C14H30ClO2P2SiTc
Method: DFT, wB97M-V/def2-TZVPD

The geometry in XYZ format:
```
51
C14H30ClO2P2SiTc (wB97M-V/def2-TZVPD)
Tc -0.42 -0.03 -1.59
Cl -2.55 -0.07 -0.53
P -0.08 -2.31 -1.09
P -0.32 2.30 -1.28
Si -0.14 -0.01 3.51
O 2.52 0.19 -0.60
O 2.52 -0.22 -3.41
C -0.17 1.77 4.12
C -0.07 0.10 0.42
C 1.37 -2.71 -0.05
C -0.37 3.25 -2.82
C 1.10 3.00 -0.37
C 1.43 0.11 -1.01
C 1.39 -0.91 4.13
C -0.03 -0.04 1.66
C -1.37 -3.01 0.00
C -1.71 -0.89 4.04
C 0.04 -3.42 -2.51
C 0.48 -0.08 -4.66
C -1.67 2.98 -0.25
C 1.33 -0.12 -3.44
H -0.86 -3.31 -3.12
H -1.11 -4.04 0.27
H 2.03 2.81 -0.91
H -0.19 4.31 -2.60
H -1.01 2.32 3.67
H -0.28 1.81 5.21
H -2.63 2.83 -0.76
H -1.65 -1.97 3.85
H -1.70 2.45 0.71
H -1.50 4.04 -0.07
H 0.76 2.29 3.85
H 2.28 -0.54 3.59
H -2.57 -0.49 3.49
H 0.40 2.88 -3.51
H 1.33 -2.06 0.83
H 1.12 -0.05 -5.55
H 1.31 -3.76 0.25
H -0.16 -0.97 -4.70
H -1.89 -0.74 5.12
H 0.95 4.08 -0.26
H 1.54 -0.74 5.20
H -2.34 -2.99 -0.52
H 0.14 -4.46 -2.16
H -1.44 -2.39 0.91
H 1.16 2.53 0.62
H 1.32 -1.99 3.96
H 2.30 -2.53 -0.61
H 0.92 -3.15 -3.11
H -0.17 0.81 -4.65
H -1.36 3.12 -3.28
```

The value obtained for the HOMO energy (spin up / spin down) is -0.712 / -0.705 hartree. As for the molar mass: 453.88 g/mol. For the relative energy (zero: lowest compared OMol25 entry of this formula, charge and spin), the calculation gives 27.3 kJ/mol. Its spin multiplicity is 4. The strongest force on any atom comes out at 5.1 eV/A. Its net charge is +3. As for the expectation value of S²: 3.7913.

[4]
Molecular formula: C14H30NO3S
Method: DFT, wB97M-V/def2-TZVPD

The geometry in XYZ format:
```
49
C14H30NO3S (wB97M-V/def2-TZVPD)
S 0.48 1.20 -1.57
O 3.46 2.67 3.79
O 3.97 -1.00 1.45
O -4.56 -1.79 -3.25
N -3.29 1.87 -1.36
C 2.29 0.90 -2.03
C 2.31 2.35 3.48
C -3.12 0.37 -1.31
C -5.76 -1.97 -3.10
C 1.15 3.28 3.73
C 5.08 -1.21 1.93
C -0.48 -0.45 -1.51
C 6.02 -2.21 1.31
C 5.56 -0.47 3.15
C 3.29 1.16 -0.92
C 2.00 1.02 2.85
C -6.30 -2.63 -1.85
C -1.77 -0.16 -0.53
C -6.76 -1.56 -4.15
H -6.23 -1.10 -4.99
H 6.46 0.11 2.90
H 5.53 -2.67 0.44
H -6.97 -1.94 -1.33
H -7.31 -2.43 -4.51
H 0.44 2.82 4.41
H -2.57 2.34 -1.96
H -0.80 -0.80 -2.60
H 3.55 0.26 -0.20
H -1.42 0.64 0.26
H 1.52 4.21 4.19
H 3.73 2.25 -0.76
H 1.32 0.45 3.49
H -5.47 -2.87 -1.18
H 1.56 1.17 1.87
H -3.38 2.31 -0.42
H -6.83 -3.55 -2.11
H 0.21 -1.28 -1.00
H -3.21 -0.04 -2.43
H 5.77 -1.17 3.95
H -4.06 -0.09 -0.74
H -2.04 -1.17 0.03
H 2.64 0.49 -3.10
H 0.67 3.53 2.78
H 2.93 0.45 2.73
H -7.45 -0.82 -3.73
H 6.25 -3.00 2.04
H -0.13 1.99 -2.59
H 6.93 -1.72 0.99
H 4.79 0.23 3.48
```

The value obtained for the HOMO energy is -0.434 hartree. As for the molar mass: 292.46 g/mol. For the relative energy (zero: lowest compared OMol25 entry of this formula, charge and spin), the calculation gives 247.6 kJ/mol. The strongest force on any atom comes out at 3.2 eV/A. Its net charge is +1.

[5]
Molecular formula: C14H30NO8PS
Method: DFT, wB97M-V/def2-TZVPD

The geometry in XYZ format:
```
55
C14H30NO8PS (wB97M-V/def2-TZVPD)
S -1.01 -2.46 -0.55
P -1.21 -0.75 0.30
O 0.98 0.48 -0.47
O -3.22 -5.25 3.12
O -1.25 6.58 -1.50
O -1.83 8.52 -2.37
O -2.75 -0.35 0.55
O -0.49 -0.73 1.75
O 1.28 2.65 -0.64
O -3.66 -3.35 2.10
N 5.14 -1.86 0.36
C -2.27 6.64 -3.75
C -3.33 -6.67 3.23
C 5.93 -0.66 0.04
C -0.41 0.63 -0.67
C -3.66 -4.55 2.05
C 2.89 1.51 0.56
C 1.63 1.62 -0.23
C -0.20 4.52 -2.27
C -2.18 -7.38 2.53
C -4.06 -5.28 0.79
C -1.79 7.32 -2.49
C 4.10 1.08 -0.30
C 5.21 0.56 0.62
C -1.30 5.16 -1.46
H -2.57 5.60 -3.61
H -1.48 6.69 -4.50
H 3.83 0.35 -1.06
H -4.87 -4.74 0.32
H -2.25 -8.45 2.68
H 0.77 4.87 -1.93
H -2.30 4.80 -1.75
H -0.56 0.18 2.09
H -0.82 1.56 -0.29
H 5.97 1.31 0.80
H -2.94 -0.61 1.47
H -3.20 -5.29 0.11
H 4.81 0.25 1.58
H -3.14 7.18 -4.12
H -0.72 0.46 -1.69
H 4.48 1.97 -0.77
H 5.38 -2.13 1.31
H -1.23 -7.03 2.94
H 2.75 0.78 1.36
H -2.17 -7.17 1.46
H 3.10 2.49 0.96
H -4.40 -6.30 0.95
H -1.18 4.89 -0.41
H -0.28 4.77 -3.33
H -4.31 -7.01 2.87
H -3.30 -6.88 4.29
H -0.23 3.44 -2.18
H 6.92 -0.78 0.47
H 5.32 -2.62 -0.27
H 6.08 -0.57 -1.03
```

The value obtained for the HOMO energy is -0.324 hartree. As for the molar mass: 403.43 g/mol. For the relative energy (zero: lowest compared OMol25 entry of this formula, charge and spin), the calculation gives 0.0 kJ/mol. The SMILES is NCCCCC(=O)OCP(O)(O)=S.CCOC(C)=O.CCOC(C)=O. The strongest force on any atom comes out at 4.2 eV/A. Its net charge is 0.

[6]
Molecular formula: C14H30O3Si
Method: DFT, wB97M-V/def2-TZVPD

The geometry in XYZ format:
```
48
C14H30O3Si (wB97M-V/def2-TZVPD)
Si -0.14 -0.43 -0.48
O -1.67 0.20 -0.48
O 0.11 -1.68 0.69
O 1.02 0.71 -0.26
C 3.31 0.64 -1.22
C -1.85 1.39 -2.61
C -3.50 1.80 -0.83
C -1.95 1.48 -1.08
C 2.79 1.68 0.94
C -0.78 -1.92 1.88
C -0.98 -0.50 2.66
C -0.06 -2.90 2.87
C -2.09 -2.48 1.44
C 0.15 -1.25 -2.14
C 2.45 0.48 0.04
C 2.76 -0.88 0.69
C -1.03 2.65 -0.52
C 0.93 -0.82 -3.10
H 0.69 -2.29 3.43
H 3.85 1.72 1.29
H -0.75 -3.24 3.64
H 2.43 -1.76 0.13
H 4.38 0.77 -0.87
H -0.32 -0.14 3.49
H -4.08 1.41 -1.68
H -1.87 -3.30 0.76
H 2.18 1.79 1.81
H -0.96 0.21 1.83
H -2.68 -2.89 2.27
H -2.19 2.24 -3.22
H 3.10 1.57 -1.63
H 2.65 2.58 0.40
H -2.79 -1.75 1.03
H 3.87 -0.90 0.66
H -3.65 2.89 -0.71
H 3.13 -0.15 -1.96
H -0.44 -2.11 -2.31
H -1.96 -0.46 3.03
H -0.81 1.19 -2.93
H 1.49 0.07 -3.05
H -3.77 1.26 0.06
H -0.03 2.52 -0.95
H -2.35 0.45 -2.88
H 0.40 -3.69 2.27
H -1.05 2.62 0.57
H -1.43 3.54 -0.85
H 1.07 -1.45 -3.93
H 2.43 -0.86 1.79
```

The value obtained for the HOMO energy is -0.355 hartree. As for the molar mass: 274.48 g/mol. For the relative energy (zero: lowest compared OMol25 entry of this formula, charge and spin), the calculation gives 154.7 kJ/mol. The SMILES is C=C[Si](OC(C)(C)C)(OC(C)(C)C)OC(C)(C)C. The strongest force on any atom comes out at 3.4 eV/A. Its net charge is 0.

[7]
Molecular formula: C14H31BrCl2F2Li2N3O14PS2SiV
Method: DFT, wB97M-V/def2-TZVPD

The geometry in XYZ format:
```
74
C14H31BrCl2F2Li2N3O14PS2SiV (wB97M-V/def2-TZVPD)
Br 4.36 7.55 0.10
V 1.26 6.37 1.53
Cl 2.06 1.73 -1.17
Cl 5.29 -3.70 -2.82
S -2.44 4.46 5.71
S -3.38 6.88 5.98
P 2.35 3.45 -2.40
Si 3.89 4.58 -1.29
F -2.71 8.33 5.88
F -2.96 4.26 7.20
O 3.19 -3.62 1.89
O 6.57 3.90 -1.85
O -4.41 6.99 4.97
O -0.26 6.01 2.26
O 3.41 -5.10 3.48
O -3.53 3.94 4.92
O -3.82 6.88 7.35
O 0.86 4.29 -2.39
O -4.99 -3.15 0.17
O 6.23 2.57 -1.75
O -1.25 3.63 5.72
O 2.80 6.76 0.74
O 5.19 -4.67 2.19
O 4.19 -1.17 -1.73
N -1.25 -2.26 -3.39
N -5.67 -4.16 -2.45
N -2.12 6.00 5.62
C 5.62 -0.18 -0.07
C -1.98 -2.42 -2.28
C -0.86 -0.66 -1.14
C 5.47 -1.29 -1.10
C -5.39 -4.51 0.00
C -1.83 -1.65 -1.14
C -0.09 -0.48 -2.27
C 5.60 -2.67 -0.47
C -7.70 -4.29 -1.11
C 4.00 -4.42 2.44
C 5.46 4.60 -2.44
C -0.32 -1.30 -3.36
C -6.26 -4.77 -1.25
C -5.98 -2.30 0.73
Li 1.03 -2.03 -5.63
Li -6.14 -4.02 2.87
H 5.98 2.20 -2.62
H 0.68 0.28 -2.30
H 5.51 0.79 -0.55
H 0.26 -1.19 -4.27
H -0.70 -0.04 -0.27
H -4.46 -5.07 -0.11
H 4.82 -2.83 0.29
H -6.29 -5.85 -1.40
H 6.23 -1.17 -1.88
H 3.52 -1.27 -1.04
H -5.88 -4.88 0.91
H 6.60 -0.22 0.43
H 5.77 5.69 -2.60
H 0.36 3.90 -3.13
H -5.47 -3.18 -2.23
H 4.84 -0.25 0.70
H 3.53 5.96 -0.94
H -4.75 -4.56 -2.60
H -8.33 -4.75 -1.87
H 4.23 3.86 -0.06
H -2.45 -1.82 -0.27
H 6.57 -2.79 0.01
H 5.21 4.18 -3.47
H -8.11 -4.56 -0.13
H -5.48 -1.47 1.23
H -2.73 -3.21 -2.33
H -6.60 -1.88 -0.06
H -6.60 -2.82 1.47
H 5.47 -3.51 -1.26
H -7.80 -3.21 -1.23
H 2.56 -4.65 3.35
```

The value obtained for the HOMO energy is -0.116 hartree. As for the molar mass: 842.24 g/mol. The strongest force on any atom comes out at 7.7 eV/A. Its net charge is -1.

[8]
Molecular formula: C14H31ClN3O5P
Method: DFT, wB97M-V/def2-TZVPD

The geometry in XYZ format:
```
55
C14H31ClN3O5P (wB97M-V/def2-TZVPD)
Cl 1.91 -0.06 -0.99
P 3.00 -1.03 2.85
O -5.92 -0.19 4.45
O 4.64 1.59 5.48
O 0.79 0.14 -5.59
O -1.48 -0.34 -0.10
O 2.72 0.43 5.59
N 2.45 -1.05 -6.51
N -3.45 -0.78 -1.07
N -4.17 0.11 3.08
C 1.84 -0.14 1.71
C -4.95 0.48 4.12
C -1.61 0.02 -2.46
C 3.84 0.87 4.92
C 3.50 -2.06 -6.56
C 1.80 -1.52 -4.19
C 2.63 0.49 0.55
C 2.67 2.01 0.62
C -2.99 0.78 2.54
C -2.15 -0.38 -1.11
C 4.06 0.36 3.52
C -4.58 1.75 4.86
C -4.40 -0.88 -2.16
C 1.63 -0.74 -5.48
H 1.94 0.82 5.21
H 3.64 0.12 0.58
H -3.58 1.67 5.29
H -5.29 1.91 5.66
H 3.29 -2.79 -7.34
H -4.75 -1.91 -2.26
H 4.46 -1.59 -6.77
H 2.81 -1.38 -3.79
H 1.08 -1.14 -3.47
H -3.76 -1.05 -0.14
H 1.22 0.59 2.21
H 5.09 0.07 3.43
H -5.27 -0.25 -1.97
H -0.57 0.33 -2.34
H -3.95 -0.58 -3.09
H 2.17 2.38 1.50
H 2.23 2.46 -0.25
H -1.65 -0.81 -3.16
H -3.15 1.05 1.50
H -2.17 0.86 -2.88
H 3.91 1.22 2.88
H 2.13 -1.26 3.93
H 1.18 -0.91 1.33
H 3.57 -2.58 -5.61
H -4.60 2.61 4.18
H -4.47 -0.74 2.64
H 2.29 -0.50 -7.34
H 1.62 -2.58 -4.36
H -2.13 0.11 2.59
H -2.77 1.68 3.11
H 3.70 2.35 0.67
```

The value obtained for the HOMO energy is -0.338 hartree. As for the molar mass: 387.84 g/mol. The SMILES is C[C@H](Cl)CPCC(=O)O.CNC(C)=O.CNC(C)=O.CNC(C)=O. The strongest force on any atom comes out at 2.1 eV/A. Its net charge is 0.